[1]
ORCA calculation (ωB97M-V with the def2-TZVPD basis set) on a molecular structure, C3HCuO3 at a distorted geometry.

Last column: Löwdin charge in e.
Element x y z (Å)
O -0.729 0.352 0.878  -0.127
C 0.471 -0.217 1.259  -0.195
H 0.649 -0.360 2.321  0.106
C 1.371 -0.592 0.358  -0.203
O 2.153 -1.161 -0.314  0.105
C -1.030 0.000 -0.426  -0.345
O -1.235 1.007 -1.120  -0.287
Cu -1.649 0.971 -2.956  -0.053

## Properties
- charge = -1
- spin multiplicity = 2
- HOMO (alpha / beta) (eV) = -1.81 / -3.65
- frontier orbital gap (alpha / beta) (eV) = 5.46 / 7.29
- DFT total energy (Ha) = -1981.00203
- energy above the lowest of the compared OMol25 structures with the same formula, charge and spin (eV) = 0.000
- largest force on an atom (eV Å⁻¹) = 2.074



[2]
ORCA calculation (ωB97M-V with the def2-TZVPD basis set) on 2 unconnected molecules or ions with the total composition C20H45N2O6 at a distorted geometry.

Last column: Löwdin charge in e.
Element x y z (Å)
C 0.366 -4.554 4.006  -0.104
C -0.827 -3.598 3.653  -0.198
C -1.222 -3.607 2.135  -0.177
O -0.865 -2.381 1.468  -0.077
C 0.090 -2.597 0.496  -0.283
C -0.428 -2.919 -0.977  -0.019
N 0.916 -2.989 -1.700  0.066
C 1.995 -2.283 -0.892  -0.055
C 1.104 -1.463 0.129  -0.172
C 1.824 -0.653 1.271  -0.141
O 0.974 -0.361 2.366  -0.124
C 0.060 0.675 2.021  -0.157
C -1.261 0.517 2.836  -0.168
O -2.330 0.017 2.047  -0.149
C -3.191 -0.794 2.833  -0.185
C -4.358 -1.386 1.998  -0.169
O -3.908 -2.224 0.942  -0.173
C -4.009 -1.586 -0.325  -0.266
C -5.350 -1.975 -1.043  -0.065
H 0.150 -5.023 4.989  0.074
H 0.492 -5.388 3.285  0.068
H 1.337 -4.030 4.120  0.071
H -1.711 -3.959 4.226  0.110
H -0.624 -2.574 4.035  0.104
H -2.319 -3.769 2.077  0.118
H -0.759 -4.498 1.655  0.117
H 0.780 -3.458 0.703  0.159
H -1.086 -3.802 -1.057  0.147
H -0.892 -2.049 -1.491  0.131
H 0.912 -2.451 -2.567  0.180
H 1.040 -3.993 -1.829  0.182
H 2.645 -1.575 -1.436  0.143
H 2.653 -3.069 -0.471  0.141
H 0.639 -0.695 -0.537  0.132
H 2.092 0.335 0.831  0.100
H 2.787 -1.109 1.581  0.141
H 0.475 1.679 2.285  0.137
H -0.188 0.722 0.939  0.118
H -1.570 1.510 3.242  0.133
H -1.069 -0.131 3.720  0.127
H -3.647 -0.225 3.681  0.139
H -2.568 -1.593 3.302  0.103
H -5.018 -0.570 1.628  0.134
H -4.954 -2.021 2.687  0.135
H -3.188 -1.952 -0.984  0.094
H -3.886 -0.487 -0.236  0.121
H -5.289 -1.573 -2.078  0.076
H -6.218 -1.501 -0.546  0.075
H -5.462 -3.071 -1.125  0.078
C 4.834 4.694 -3.337  -0.111
O 3.968 5.316 -2.402  -0.195
C 2.851 5.969 -3.000  -0.207
C 1.560 5.221 -2.700  -0.206
N 1.505 3.944 -3.408  -0.050
C 0.440 3.053 -2.953  -0.196
C 0.470 2.582 -1.495  -0.218
O 1.547 1.702 -1.186  -0.222
C 2.778 2.354 -0.896  -0.083
H 5.739 4.398 -2.807  0.090
H 4.378 3.797 -3.768  0.073
H 5.113 5.385 -4.136  0.091
H 2.988 6.109 -4.074  0.124
H 2.787 6.961 -2.544  0.124
H 0.708 5.836 -3.004  0.126
H 1.510 5.082 -1.614  0.102
H 2.388 3.465 -3.289  0.063
H 0.483 2.164 -3.590  0.116
H -0.523 3.534 -3.148  0.122
H -0.442 1.998 -1.329  0.115
H 0.429 3.409 -0.779  0.115
H 2.632 3.319 -0.407  0.098
H 3.369 2.475 -1.804  0.074
H 3.353 1.713 -0.225  0.080

## Properties
- charge = +1
- spin multiplicity = 1
- HOMO (eV) = -10.91
- frontier orbital gap (eV) = 7.82
- DFT total energy (Ha) = -1349.58790
- energy above the lowest of the compared OMol25 structures with the same formula, charge and spin (eV) = 1.185
- largest force on an atom (eV Å⁻¹) = 2.117



[3]
ORCA calculation (ωB97M-V with the def2-TZVPD basis set) on 10 unconnected molecules or ions with the total composition C6H32N4O12 at a distorted geometry.

Last column: Löwdin charge in e.
Element x y z (Å)
C -0.910 -0.339 -0.619  -0.616
O -1.388 0.780 -0.370  -0.039
N -1.308 -1.092 -1.704  0.178
N -0.124 -1.041 0.226  0.212
H -0.685 -1.855 -1.928  0.056
H -1.928 -0.619 -2.354  0.057
H 0.049 -0.620 1.125  0.092
H 0.336 -1.860 -0.125  0.085
C -3.656 -3.315 -4.510  -0.687
O -3.669 -4.543 -4.487  0.012
N -2.509 -2.608 -4.727  0.150
N -4.786 -2.565 -4.442  0.157
H -2.652 -1.618 -4.833  0.054
H -1.628 -3.070 -4.807  0.095
H -5.582 -3.170 -4.322  0.110
H -4.839 -1.567 -4.420  0.086
C 3.018 -1.011 4.205  -0.238
C 4.490 -0.939 3.749  -0.257
O 4.822 0.258 3.093  -0.060
O 2.203 -1.040 3.027  -0.126
H 2.692 -0.183 4.835  0.114
H 2.930 -1.962 4.744  0.111
H 4.819 -1.802 3.168  0.119
H 5.011 -0.937 4.714  0.114
H 4.714 0.135 2.147  0.083
H 1.313 -0.721 3.332  0.020
C 1.055 2.416 1.187  -0.235
C 2.290 2.735 2.000  -0.228
O 2.363 4.151 2.229  -0.073
O 1.001 3.248 0.031  -0.064
H 0.172 2.644 1.794  0.118
H 0.871 1.363 0.968  0.092
H 3.222 2.528 1.462  0.115
H 2.340 2.191 2.941  0.107
H 2.380 4.516 1.336  0.074
H 1.129 2.737 -0.778  0.028
O -2.316 3.365 -0.201  -0.069
H -1.831 2.517 -0.233  -0.023
H -2.372 3.652 -1.116  0.023
O 0.569 -3.403 -1.759  -0.047
H 1.249 -3.987 -1.401  0.066
H 0.458 -3.691 -2.673  0.055
O -2.192 1.014 2.266  -0.059
H -3.122 0.789 2.372  0.052
H -2.031 0.989 1.303  0.000
O 1.122 1.627 -2.231  -0.037
H 1.034 1.195 -3.086  0.051
H 0.300 1.420 -1.758  0.016
O -2.697 0.282 -3.892  -0.055
H -3.255 1.017 -3.603  0.076
H -1.863 0.696 -4.145  0.064
O 0.065 0.253 3.862  -0.045
H -0.900 0.259 3.754  0.043
H 0.229 0.782 4.651  0.073

## Properties
- spin multiplicity = 1
- HOMO (eV) = -9.23
- frontier orbital gap (eV) = 8.70
- DFT total energy (Ha) = -1369.75086
- energy above the lowest of the compared OMol25 structures with the same formula, charge and spin (eV) = 0.000
- structure (SMILES) = NC(N)=O.NC(N)=O.OCCO.OCCO.O.O.O.O.O.O
- largest force on an atom (eV Å⁻¹) = 2.072



[4]
ORCA calculation (ωB97M-V with the def2-TZVPD basis set) on 2 unconnected molecules or ions with the total composition C5H10O2 at a distorted geometry.

Last column: Löwdin charge in e.
Element x y z (Å)
O -2.557 0.410 -0.063  -0.060
C -1.310 0.660 -0.686  -0.250
C -0.239 0.583 0.383  -0.298
C -0.079 -0.816 1.010  -0.118
C 1.347 -0.763 1.446  -0.125
O 1.970 0.121 0.722  -0.027
C 1.170 0.830 -0.084  -0.126
H -3.242 0.426 -0.742  0.089
H -1.092 -0.087 -1.465  0.117
H -1.295 1.653 -1.162  0.125
H -0.502 1.305 1.183  0.158
H -0.803 -1.042 1.793  0.119
H -0.182 -1.579 0.211  0.129
H 1.665 -1.200 -2.719  0.034
H 1.965 -1.495 1.946  0.114
H 1.528 -0.706 -2.174  0.004
H 1.596 1.787 -0.364  0.113

## Properties
- spin multiplicity = 1
- HOMO (alpha / beta) (eV) = -7.09 / -7.40
- frontier orbital gap (alpha / beta) (eV) = 7.94 / 8.32
- DFT total energy (Ha) = -346.83390
- energy above the lowest of the compared OMol25 structures with the same formula, charge and spin (eV) = 5.212
- largest force on an atom (eV Å⁻¹) = 1.400